Entry 1:
Density functional theory data (ωB97M-V/def2-TZVPD) for 6 unconnected molecules or ions with the total composition C35H55F5O19 at a distorted geometry.

```
114
Properties=species:S:1:pos:R:3:forces:R:3
C -0.196 0.670 1.211 0.0 2.0 -0.7
H 2.651 2.106 0.052 -0.1 0.1 0.0
C 6.105 -2.470 0.934 -0.3 0.1 0.7
H -2.128 -3.604 -2.115 -0.1 0.2 -0.1
H -1.667 -4.679 0.266 -0.1 -0.1 -0.2
C -1.899 -0.164 2.508 -1.8 0.0 1.1
O -3.901 3.328 1.090 -0.1 0.0 -0.2
H 5.928 -2.799 -0.088 0.2 0.5 0.7
C -2.810 3.672 0.223 0.3 0.0 0.4
H 2.807 -0.766 -0.160 -0.2 0.2 0.1
C -2.379 -1.986 0.912 -0.5 0.9 -0.8
H -0.218 4.850 2.705 0.2 0.1 0.1
O -5.543 8.291 1.248 -0.4 -0.1 0.2
H -2.299 2.758 -0.082 -0.1 0.1 -0.2
H -0.918 6.999 4.793 0.1 0.0 0.1
H -0.552 1.928 -1.651 0.3 0.3 0.0
H -2.410 0.155 3.415 0.2 0.4 0.1
C 1.897 -3.316 -1.060 1.1 0.1 -0.1
O -7.640 8.362 0.449 0.3 -0.1 0.2
H -0.096 -4.676 -2.214 0.1 -0.3 -0.2
C 4.898 -0.330 0.174 -0.4 0.3 0.1
H -3.684 5.433 -0.746 0.1 0.0 -0.2
H 1.326 -4.693 0.442 0.3 -0.3 0.1
H -1.674 4.935 3.715 -0.1 0.1 -0.1
H 3.693 -2.148 -0.963 0.3 -0.3 -0.2
C -0.944 5.524 3.164 -0.3 -0.4 0.0
C -6.017 6.962 1.231 0.2 0.1 -0.2
O 0.022 7.589 3.064 -0.5 -0.1 0.0
H -0.362 -3.524 0.318 -0.2 0.0 0.3
H -2.504 -2.840 1.574 0.1 0.0 0.1
H 5.881 -3.310 1.594 0.2 0.1 0.0
O -7.404 -4.802 0.583 0.1 0.1 -0.1
C -7.164 7.028 0.255 -0.4 -0.2 -0.1
H 5.650 -4.278 -1.056 0.2 -0.3 0.0
H 5.612 -5.037 0.552 -0.1 -0.1 0.0
C -2.967 -0.698 1.535 1.2 -1.0 0.0
C 3.440 -3.208 -1.070 -0.9 0.1 0.2
O -1.238 0.998 1.997 0.5 0.2 -1.0
C -0.912 7.496 2.071 0.0 0.2 -0.3
O 7.167 -2.222 -1.687 0.4 -0.1 -0.5
C -5.026 3.278 0.337 -0.2 -0.1 0.2
C 5.176 -1.308 1.324 0.3 -0.5 -0.5
H 9.529 -5.066 -2.477 0.0 -0.1 0.1
F -2.896 4.175 -2.089 -0.1 0.0 0.0
H 4.223 -1.741 1.628 0.0 -0.1 0.1
H -6.746 -3.987 -3.046 0.1 0.1 -0.1
H -3.060 -1.405 -1.061 -0.2 0.1 0.1
H 1.545 -3.037 -2.057 -0.1 -0.1 -0.1
O -4.779 3.704 -0.935 0.0 0.2 0.4
C 10.271 -3.484 -1.143 0.4 0.2 -0.1
H -6.832 6.905 -0.777 0.2 0.0 0.1
H -6.300 6.663 2.241 0.1 -0.2 0.0
H -0.255 -6.033 -1.066 -0.1 -0.1 -0.1
C 3.411 0.075 0.169 0.8 0.8 0.4
O 3.958 -3.930 0.032 0.2 -0.4 0.0
H -0.912 0.356 -0.982 -0.1 0.1 -0.1
C -6.626 -3.219 -2.279 0.3 0.3 0.2
C -6.615 9.095 0.964 -0.1 0.4 -0.1
H 2.169 2.168 -2.377 -0.1 0.1 0.0
H -8.614 -2.445 -2.701 -0.1 -0.2 0.1
C 1.036 0.418 -1.787 -0.1 0.8 -0.2
H 0.681 0.266 -2.811 -0.1 -0.1 0.0
C -2.872 -2.324 -0.500 0.3 -0.3 0.0
H 2.119 -5.497 -0.882 0.1 0.1 -0.3
H -3.820 -2.881 -0.490 0.3 0.0 0.0
H 10.489 -3.398 -0.077 -0.1 -0.2 0.0
H -2.096 4.316 0.729 -0.2 0.0 0.2
F -5.688 -2.326 -2.673 0.1 0.0 -0.1
C -0.120 1.110 -1.077 -0.4 -0.9 0.0
C -3.527 4.369 -0.902 0.3 -0.3 -0.5
H 5.483 0.584 0.288 0.2 0.0 0.0
C -0.995 -4.091 -0.361 0.4 0.1 -0.4
C 1.413 -4.704 -0.644 -0.7 0.2 0.0
H -7.942 6.299 0.466 -0.1 0.2 0.1
O 0.135 1.608 0.259 -1.0 0.4 0.8
O -6.204 -3.825 -1.067 -0.7 -0.1 -0.3
O -8.402 -3.387 -0.857 0.3 -0.1 -0.1
F 0.870 6.131 4.561 0.0 0.1 0.0
H -3.148 0.031 0.747 -0.2 0.2 0.1
H 4.111 1.813 -0.863 0.0 0.2 -0.1
H -1.229 -0.963 2.809 0.4 0.2 -0.2
O 9.408 -2.416 -1.542 -0.2 -0.3 0.0
F 9.684 -5.711 -0.589 -0.1 -0.1 -0.1
H 5.588 -0.802 2.197 -0.1 0.2 0.0
H 3.847 -3.554 -2.022 0.1 -0.2 0.0
C 3.141 1.389 -0.600 -0.1 -0.5 -0.2
H 11.205 -3.460 -1.700 -0.1 0.2 -0.1
H 1.553 -2.533 -0.381 -0.3 -0.2 0.1
F -5.027 6.144 0.781 0.0 0.1 0.2
H -3.880 -0.926 2.075 -0.3 0.2 0.0
C 8.133 -2.883 -1.507 -0.2 0.3 -0.1
H -1.315 -1.783 0.813 0.1 -0.2 0.1
H 2.981 0.645 -2.589 0.0 0.0 -0.1
C -0.008 -4.980 -1.169 0.0 0.6 0.5
C -7.346 -4.076 -0.349 0.0 -0.2 0.4
O 8.115 -4.227 -1.242 0.3 0.3 -0.4
H 4.636 -5.699 -0.809 0.0 -0.1 0.1
C 2.345 1.204 -1.897 0.2 -0.4 0.1
C 9.433 -4.698 -1.453 -0.1 -0.1 0.4
C -0.282 6.582 4.010 0.4 -0.1 -0.1
O -6.648 10.263 1.148 0.1 -0.1 0.0
C -7.904 -2.527 -1.881 -0.4 0.2 -0.1
O -1.122 8.330 1.260 0.1 -0.1 0.0
O 0.437 -0.309 1.310 1.1 -2.4 0.3
C -1.745 -3.077 -1.237 -0.4 -0.5 0.3
H 1.172 -0.577 -1.378 0.2 0.0 0.2
H 3.169 0.264 1.215 -0.3 -0.2 0.1
C 5.026 -4.794 -0.328 -0.6 0.0 -0.7
H 7.161 -2.241 1.075 0.1 0.2 -0.1
O -6.088 2.923 0.733 0.1 0.0 -0.1
H -1.015 -2.339 -1.585 0.0 0.0 -0.1
O -1.579 6.308 2.147 0.3 0.1 0.2
H -7.721 -1.534 -1.468 0.2 0.0 0.0
H 5.177 -0.756 -0.793 0.1 0.0 0.1
```
Positions in Å, forces in eV/Å.

## Properties
**HOMO**: -9.26 eV
**SMILES**: CCCCCCCCOC(=O)OCCCCCCCCCCOC.O=C1OC[C@@H](F)O1.O=C1OC[C@@H](F)O1.O=C1OC[C@@H](F)O1.O=C1OC[C@@H](F)O1.O=C1OC[C@@H](F)O1
**Multiplicity**: 1
**Total energy**: -3295.53074 a.u.
**LUMO**: 0.015 hartree
**HOMO-LUMO gap**: 9.680 eV
**Relative energy (zero: lowest compared OMol25 entry of this formula, charge and spin)**: 19.7 kcal per mole

=====

Entry 2:
Density functional theory data (ωB97M-V/def2-TZVPD) for a single C6H8N4 molecule at a distorted geometry.

```
18
Properties=species:S:1:pos:R:3:forces:R:3
C 0.959 -1.031 1.341 -0.9 0.9 0.2
H 2.400 -1.637 -0.320 1.7 -0.6 0.1
N -1.277 -0.071 1.875 0.5 0.2 1.2
C 0.226 0.776 -2.466 0.6 -0.6 0.5
C 0.700 -0.721 -0.930 -0.6 -0.1 -1.0
C -0.684 1.230 -1.346 0.6 -2.5 1.1
H 0.606 -1.915 1.891 -0.2 0.0 -0.1
H -1.152 -0.773 2.634 -0.1 0.0 -1.1
C -0.585 -0.144 -0.437 1.8 2.0 1.3
N -1.262 2.342 -1.269 0.6 0.5 0.1
N -0.191 -0.140 0.934 -0.1 0.9 3.5
H -1.621 2.630 -0.347 -0.2 -0.8 -0.4
N 1.025 -0.218 -2.209 -0.9 0.5 -0.4
H -1.140 0.779 2.441 -0.2 -0.1 -0.6
H -1.536 -0.597 -0.451 -1.1 -1.1 -1.0
H 0.338 1.334 -3.372 0.0 0.3 -0.5
H 1.727 -0.542 2.031 -1.0 -0.2 -1.0
C 1.469 -1.302 0.000 -0.6 0.8 -2.0
```
Positions in Å, forces in eV/Å.

## Properties
**HOMO**: -8.20 eV
**SMILES**: [H]/N=C1/C=NC2=CCN(N)[C@H]21
**Multiplicity**: 1
**Total energy**: -452.32064 a.u.
**LUMO**: -0.001 hartree
**HOMO-LUMO gap**: 8.175 eV
**Relative energy (zero: lowest compared OMol25 entry of this formula, charge and spin)**: 88.5 kcal per mole

=====

Entry 3:
Density functional theory data (ωB97M-V/def2-TZVPD) for 2 unconnected molecules or ions with the total composition C6H12O at a distorted geometry.

```
19
Properties=species:S:1:pos:R:3:forces:R:3
H 1.736 -2.330 -0.081 0.1 -0.4 0.0
C 0.181 -1.223 -1.180 0.1 -0.2 0.1
C -0.254 2.068 0.940 -0.4 0.2 0.0
H 0.718 0.941 -1.308 0.0 -0.2 0.9
H -0.772 -1.696 -1.409 -0.1 0.4 -0.1
H -0.839 2.783 0.365 -0.1 0.3 0.0
C -0.663 0.704 0.394 -0.9 0.4 0.1
H 2.064 -0.008 0.668 0.6 -0.3 0.0
H 0.801 2.342 0.838 -0.2 -0.3 -0.2
O -1.610 0.068 0.836 0.0 0.3 0.4
H 0.793 -0.417 1.832 -0.3 0.7 -1.4
C 0.217 0.209 -0.648 0.7 -0.3 1.2
H -2.274 0.216 -1.686 -0.2 0.0 -0.3
H -2.401 0.078 -0.966 -0.2 0.0 -0.3
C 1.076 -0.428 0.743 0.6 0.0 -0.6
H -0.539 2.176 1.985 -0.1 -0.1 0.0
H 0.848 -1.307 -2.038 -0.1 0.0 -0.1
C 0.819 -1.781 0.089 0.2 -0.5 -0.1
H 0.100 -2.394 0.627 0.2 0.0 0.2
```
Positions in Å, forces in eV/Å.

## Properties
**HOMO**: -9.12 eV
**SMILES**: CC(=O)C1CCC1.[H][H]
**Multiplicity**: 1
**Total energy**: -310.93903 a.u.
**LUMO**: 0.035 hartree
**HOMO-LUMO gap**: 10.084 eV
**Relative energy (zero: lowest compared OMol25 entry of this formula, charge and spin)**: 75.5 kcal per mole

=====

Entry 4:
Density functional theory data (ωB97M-V/def2-TZVPD) for a single C5H8N2 molecule at a distorted geometry.

```
15
Properties=species:S:1:pos:R:3:forces:R:3
H -2.360 0.183 0.119 0.0 0.1 0.0
C -0.381 0.832 -0.082 0.1 0.2 -0.1
C -0.313 -1.625 -0.263 -0.6 -0.8 -0.2
C 0.493 -0.424 0.019 -0.1 -0.1 0.1
N -0.953 -2.557 -0.510 0.6 0.9 0.2
C -1.895 0.920 1.902 0.3 0.0 -0.3
H 2.347 0.454 -0.738 -0.1 -0.1 0.0
H 0.141 1.681 0.366 0.0 -0.1 -0.1
H -0.959 1.365 2.318 -0.2 0.0 -0.1
H 1.337 -0.353 -1.963 0.1 0.0 0.1
N -1.633 0.660 0.642 -0.4 0.0 0.5
H 0.806 -0.485 1.067 0.1 -0.2 -0.1
H -0.585 1.075 -1.129 -0.1 -0.1 0.1
H 2.263 -1.325 -0.818 0.0 0.1 0.0
C 1.691 -0.402 -0.929 0.1 0.0 -0.1
```
Positions in Å, forces in eV/Å.

## Properties
**HOMO**: -8.56 eV
**Multiplicity**: 1
**Total energy**: -304.73880 a.u.
**LUMO**: 0.025 hartree
**HOMO-LUMO gap**: 9.241 eV
**Relative energy (zero: lowest compared OMol25 entry of this formula, charge and spin)**: 60.7 kcal per mole

=====

Entry 5:
Density functional theory data (ωB97M-V/def2-TZVPD) for a single C4H7NS molecule at a distorted geometry.

```
13
Properties=species:S:1:pos:R:3:forces:R:3
N -1.061 -0.944 -0.070 -0.2 1.3 1.2
C 0.326 1.159 0.095 -3.2 -0.5 2.4
H -2.009 0.933 0.383 1.7 -0.5 -2.4
H 0.877 -2.035 -0.895 -1.9 1.7 0.7
C 1.245 -0.104 -0.097 2.2 2.8 1.6
S 2.952 -0.033 -0.120 -3.2 -0.3 -0.2
H -1.437 -0.906 0.955 1.3 -0.7 -2.5
H 0.627 -1.994 0.678 0.3 -0.8 2.3
C 0.394 -1.306 -0.060 -0.1 -0.7 -3.2
H -1.340 0.937 -1.402 -0.4 -0.8 -0.5
H 0.123 1.637 1.314 1.0 -2.2 -3.3
H 0.494 2.114 -0.372 0.9 -0.1 -0.7
C -1.190 0.544 -0.409 1.5 0.8 4.5
```
Positions in Å, forces in eV/Å.

## Properties
**HOMO**: -8.58 eV
**SMILES**: S=C1CCNC1
**Multiplicity**: 1
**Total energy**: -609.43472 a.u.
**LUMO**: -0.022 hartree
**HOMO-LUMO gap**: 7.966 eV
**Relative energy (zero: lowest compared OMol25 entry of this formula, charge and spin)**: 77.7 kcal per mole

=====

Entry 6:
Density functional theory data (ωB97M-V/def2-TZVPD) for a single C7H5NO3S molecule at a distorted geometry.

```
17
Properties=species:S:1:pos:R:3:forces:R:3
C 1.319 -0.409 -0.034 -1.1 1.0 -0.7
H -1.847 3.993 -0.304 -0.4 0.6 0.0
O -3.720 -1.007 1.240 0.0 0.0 1.4
H 2.343 -0.285 -0.095 2.1 -0.5 0.1
O -3.586 -1.128 -1.132 -0.2 -0.3 -1.4
C -0.738 0.733 -0.072 -1.7 -1.8 0.3
S -3.263 -0.390 0.042 0.0 0.2 -0.3
C -1.441 -0.516 0.030 0.1 1.7 0.1
O -3.532 1.071 -0.049 1.2 -0.5 0.1
H 1.363 -2.542 0.149 -1.7 1.7 -0.6
N -1.608 3.094 0.027 0.4 -0.6 -0.1
H -1.402 -2.564 0.061 0.1 -1.3 0.2
C 0.668 -1.609 -0.001 0.0 -3.4 1.2
H 1.088 1.688 -0.198 1.5 2.4 -0.2
C 0.636 0.779 -0.142 -1.5 -1.8 0.5
C -0.760 -1.724 0.062 1.4 2.5 -0.5
C -1.466 1.948 -0.048 -0.2 0.2 0.0
```
Positions in Å, forces in eV/Å.

## Properties
**HOMO**: -9.33 eV
**Multiplicity**: 1
**Total energy**: -948.31549 a.u.
**LUMO**: -0.049 hartree
**HOMO-LUMO gap**: 7.995 eV
**Relative energy (zero: lowest compared OMol25 entry of this formula, charge and spin)**: 65.4 kcal per mole

=====

Entry 7:
Density functional theory data (ωB97M-V/def2-TZVPD) for 3 unconnected molecules or ions with the total composition C7H17NO at a distorted geometry.

```
26
Properties=species:S:1:pos:R:3:forces:R:3
H 1.066 1.251 1.028 1.0 -0.5 -0.2
H 0.603 -2.254 1.264 0.0 0.0 0.0
H 0.017 2.185 -1.433 0.0 0.0 0.1
C -1.007 1.857 -1.258 0.4 -0.5 -0.1
N 1.877 0.603 0.796 -0.3 0.6 0.9
H -3.071 0.322 -0.359 0.0 0.0 0.0
H 2.174 0.046 1.588 0.0 0.0 -0.1
H 2.228 -1.836 -1.451 0.0 0.0 0.0
C 1.695 -0.073 -0.348 -1.7 -0.1 -0.5
H 2.775 -1.842 0.230 0.0 0.0 0.0
O -0.452 1.682 1.076 -0.9 -0.8 -1.2
C 2.620 -1.213 -0.648 -0.3 -0.1 0.0
C -1.162 1.262 0.129 -0.1 2.1 1.3
H -1.297 1.150 -2.034 0.0 0.0 0.0
H -1.657 2.734 -1.334 0.0 -0.1 0.1
C -0.311 -1.017 -0.271 1.7 -0.8 -0.3
C -0.274 -1.619 1.118 0.0 0.1 -0.2
H 0.133 -1.665 -1.027 0.1 -0.4 0.1
H -0.225 -0.826 1.876 -0.1 0.0 0.0
C -2.571 0.816 0.473 0.2 -0.4 0.0
H -3.146 1.711 0.730 0.1 0.0 0.0
H -1.150 -2.234 1.337 0.0 0.0 0.1
H 3.588 -0.821 -0.970 0.0 0.0 0.1
H -2.563 0.167 1.347 0.0 0.0 0.0
H 1.428 0.552 -1.191 0.1 0.0 0.0
H -1.316 -0.936 -0.672 -0.2 0.7 0.1
```
Positions in Å, forces in eV/Å.

## Properties
**HOMO**: -7.41 eV
**Multiplicity**: 1
**Total energy**: -406.79474 a.u.
**LUMO**: 0.035 hartree
**HOMO-LUMO gap**: 8.356 eV
**Relative energy (zero: lowest compared OMol25 entry of this formula, charge and spin)**: 85.1 kcal per mole

=====

Entry 8:
Density functional theory data (ωB97M-V/def2-TZVPD) for 2 unconnected molecules or ions with the total composition C6H10N2O2 at a distorted geometry.

```
20
Properties=species:S:1:pos:R:3:forces:R:3
C -0.569 -0.110 -0.577 0.4 0.8 1.7
O -0.373 1.883 -1.935 -0.1 0.7 0.4
H 0.677 -1.917 -0.371 -0.1 0.2 0.2
H -0.077 1.167 1.819 0.2 -0.1 0.0
O -0.316 -1.507 1.456 -0.1 -0.2 0.2
N -1.854 0.337 -0.055 0.0 -0.3 0.5
H 1.764 -1.343 1.773 -0.2 0.1 -0.1
H -2.174 -0.198 -2.127 0.1 0.0 0.3
C 0.228 0.975 -1.245 -1.2 -0.9 -5.1
H 1.708 1.212 1.728 -0.2 -0.1 0.1
C 0.844 0.634 2.086 0.0 0.1 0.1
H 0.790 1.728 -2.743 -0.4 -0.7 2.2
H -2.107 -1.639 -0.970 0.2 0.2 -0.1
N 1.322 0.702 -1.939 0.6 0.1 1.5
H -2.029 -0.151 0.823 -0.1 0.0 -0.1
C 0.243 -1.103 0.220 0.1 0.0 -0.3
H 0.910 0.576 3.180 0.0 0.0 -0.3
C -1.847 -0.596 -1.165 0.0 0.2 -0.5
H 1.968 0.093 -1.448 0.6 -0.1 -0.6
C 0.892 -0.744 1.489 0.2 -0.1 0.0
```
Positions in Å, forces in eV/Å.

## Properties
**HOMO**: -9.73 eV
**Multiplicity**: 1
**Total energy**: -494.46094 a.u.
**LUMO**: 0.025 hartree
**HOMO-LUMO gap**: 10.403 eV
**Relative energy (zero: lowest compared OMol25 entry of this formula, charge and spin)**: 114.7 kcal per mole